A | DFT (ωB97M-V/def2-TZVPD) results for a gas-phase ion, C4H11N2S (charge -1).

Each line ends with the natural charge from an NBO analysis.
CARTESIAN COORDINATES (ANGSTROEM)
1 N -0.26963 0.34229 2.05045  -0.858
2 C 0.79597 1.22525 1.59175  -0.064
3 N 0.58145 2.19445 0.47415  -0.659
4 C 0.39383 1.62015 -0.86580  -0.228
5 C -0.45093 0.31877 -1.02470  -0.426
6 C 0.35268 -0.98032 -0.83282  -0.545
7 S -0.70016 -2.42002 -0.61558  -0.695
8 H -1.16568 0.79097 1.87491  0.340
9 H -0.33780 -0.46505 1.42244  0.391
10 H 1.63354 0.64680 1.21815  0.186
11 H 0.92204 1.96979 2.38933  0.162
12 H -0.11936 2.87452 0.70283  0.339
13 H 1.37916 1.40169 -1.29320  0.168
14 H -0.09233 2.33857 -1.51823  0.179
15 H -1.32859 0.37443 -0.38318  0.193
16 H -0.85691 0.38347 -2.04484  0.190
17 H 1.05087 -0.80207 0.00002  0.152
18 H 1.00599 -1.03480 -1.71456  0.174

Computed properties:
- SMILES: NCNCCC[S-]
- Multiplicity: 1
- Total charge: -1

---

B | DFT (ωB97M-V/def2-TZVPD) results for a gas-phase ion, C4H11N2S (charge -1).

Each line ends with the natural charge from an NBO analysis.
CARTESIAN COORDINATES (ANGSTROEM)
1 C -0.94197 -0.51091 -2.62042  -0.407
2 N -1.42256 -0.65075 -1.24187  -0.662
3 C -0.62235 -0.23701 -0.08905  -0.084
4 C -0.37046 -1.53244 0.81418  -0.216
5 N 0.19194 -1.07268 2.11448  -0.894
6 C 0.65231 0.55949 -0.39790  -0.559
7 S 1.26949 1.74565 0.82148  -0.684
8 H -1.65831 -1.12462 -3.18207  0.178
9 H 0.03878 -0.98889 -2.57816  0.203
10 H -0.98977 0.49074 -3.06804  0.163
11 H -2.39063 -0.40290 -1.10828  0.352
12 H -1.14108 0.44037 0.62307  0.185
13 H -1.31300 -1.89803 1.19701  0.171
14 H 0.20502 -2.13826 0.12224  0.171
15 H 0.62402 -0.14227 2.07296  0.399
16 H -0.55637 -0.89961 2.77708  0.329
17 H 1.44446 -0.14462 -0.73561  0.167
18 H 0.48117 1.16637 -1.31009  0.190

Computed properties:
- SMILES: CN[C@@H](CN)C[S-]
- Multiplicity: 1
- Total charge: -1

---

C | DFT (ωB97M-V/def2-TZVPD) results for a gas-phase ion, C4H11N2S (charge -1).

Each line ends with the natural charge from an NBO analysis.
CARTESIAN COORDINATES (ANGSTROEM)
1 C 0.34481 -0.71862 2.27425  -0.425
2 N 0.37249 -1.13154 0.85710  -0.647
3 C -0.25147 -0.08459 -0.05361  -0.075
4 C -0.34536 -0.70252 -1.45770  -0.219
5 N -1.09236 0.21364 -2.36726  -0.867
6 C 0.49538 1.23355 0.01219  -0.549
7 S -0.58217 2.75249 -0.11036  -0.736
8 H -0.59496 -0.18387 2.39846  0.210
9 H 0.54650 -1.62528 2.82524  0.185
10 H 1.11354 0.03822 2.53153  0.163
11 H 1.30317 -1.27671 0.47509  0.331
12 H -1.27672 -0.22720 0.38427  0.188
13 H -0.94599 -1.60451 -1.37314  0.178
14 H 0.67277 -0.85716 -1.81540  0.162
15 H -0.41648 0.72982 -2.91563  0.347
16 H -1.56776 0.89592 -1.78217  0.391
17 H 1.19111 1.23373 -0.83398  0.176
18 H 1.03349 1.31466 0.95113  0.189

Computed properties:
- SMILES: CN[C@H](CN)C[S-]
- Multiplicity: 1
- Total charge: -1

---

Pick A: it beats the second-best structure by 0.0064 hartree.

---

A | DFT (ωB97M-V/def2-TZVPD) results for a gas-phase ion, C4H11N2S (charge -1).

Each line ends with the natural charge from an NBO analysis.
CARTESIAN COORDINATES (ANGSTROEM)
1 N 0.12474 -1.50784 1.08510  -0.895
2 C 1.47972 -0.91212 0.87364  -0.035
3 N 1.31717 0.61689 0.94928  -0.641
4 C 0.66461 1.07860 -0.25971  -0.219
5 C -0.86110 1.08348 -0.31809  -0.458
6 C -1.44600 0.15412 -1.41554  -0.543
7 S -3.14856 -0.29099 -1.13269  -0.693
8 H -0.59213 -1.46125 0.35650  0.397
9 H 0.21573 -2.46887 1.45765  0.343
10 H 1.85863 -1.18001 -0.00797  0.153
11 H 1.96951 -1.31466 1.65269  0.162
12 H 0.85737 0.82548 1.77462  0.354
13 H 1.08961 0.52307 -1.14932  0.183
14 H 1.02666 2.18982 -0.34905  0.163
15 H -1.21845 0.71607 0.70862  0.207
16 H -1.21535 2.05362 -0.33897  0.197
17 H -0.77734 -0.78027 -1.47958  0.146
18 H -1.34482 0.67486 -2.40717  0.177

Computed properties:
- SMILES: NCNCCC[S-]
- Multiplicity: 1
- Total charge: -1

---

B | DFT (ωB97M-V/def2-TZVPD) results for a gas-phase ion, C4H11N2S (charge -1).

Each line ends with the natural charge from an NBO analysis.
CARTESIAN COORDINATES (ANGSTROEM)
1 N -1.72348 0.43670 3.19521  -0.862
2 C -0.57460 0.77222 2.32668  -0.260
3 C -1.13868 1.39995 1.00534  -0.223
4 N -0.40567 1.12209 -0.21732  -0.643
5 C 0.33409 -0.16897 -0.37031  -0.231
6 C 0.86415 -0.16654 -1.85367  -0.527
7 S 1.38755 -1.83263 -2.28213  -0.719
8 H -1.62460 -0.52776 3.45691  0.362
9 H -1.86442 1.04868 3.97634  0.355
10 H 0.08965 -0.02144 1.98738  0.211
11 H 0.17417 1.43282 2.81118  0.158
12 H -2.12394 0.93381 0.85240  0.182
13 H -1.44768 2.42350 1.21973  0.178
14 H 0.31519 1.81352 -0.37939  0.335
15 H 1.20090 -0.23341 0.28467  0.155
16 H -0.33794 -1.00169 -0.15623  0.191
17 H 0.03061 0.17256 -2.47887  0.180
18 H 1.63565 0.60172 -1.91438  0.157

Computed properties:
- SMILES: NCCNCC[S-]
- Multiplicity: 1
- Total charge: -1

---

Pick B: it beats the second-best structure by 0.0125 hartree.

---

A | DFT (ωB97M-V/def2-TZVPD) results for 2 unconnected molecules or ions with the total composition C3H2Cl2.

Each line ends with the natural charge from an NBO analysis.
CARTESIAN COORDINATES (ANGSTROEM)
1 C -1.66800 0.10998 -0.00432  -0.125
2 C 1.92952 -0.32642 -0.40759  -0.207
3 C -1.02301 1.11850 -0.05940  -0.254
4 Cl -2.60656 -1.22215 0.09208  0.136
5 Cl 2.56721 -1.72641 0.15355  0.092
6 H 1.22608 0.06872 0.35141  0.112
7 H -0.42524 1.97778 -0.12573  0.245

Computed properties:
- Multiplicity: 1

---

B | DFT (ωB97M-V/def2-TZVPD) results for C3H2Cl2 in the gas phase.

Each line ends with the natural charge from an NBO analysis.
CARTESIAN COORDINATES (ANGSTROEM)
1 Cl 2.40151 0.41453 0.11344  0.101
2 C 0.74767 0.29640 -0.21979  -0.036
3 C -0.43773 0.75708 -0.55836  -0.169
4 C -0.37190 -0.32473 0.51710  -0.178
5 Cl -0.59039 -2.10548 -0.04922  -0.181
6 H -1.01031 1.31560 -1.28498  0.244
7 H -0.73886 -0.35340 1.48181  0.219

Computed properties:
- SMILES: ClC1=C[C@H]1Cl
- Multiplicity: 1

---

Pick B: it beats the second-best structure by 0.1195 hartree.

---

A | DFT (ωB97M-V/def2-TZVPD) results for a gas-phase ion, C4H9N2 (charge +1).

Each line ends with the natural charge from an NBO analysis.
CARTESIAN COORDINATES (ANGSTROEM)
1 C 2.82447 -0.14195 -0.04069  -0.481
2 N 1.51415 0.12400 0.29768  -0.265
3 C 0.37385 0.11192 0.08485  0.760
4 N -0.90817 0.09987 -0.03133  -0.403
5 C -1.65097 1.31639 0.16627  -0.433
6 C -1.47151 -1.28121 -0.17032  -0.408
7 H 2.89829 -0.90810 -0.83132  0.266
8 H 3.34399 -0.16357 0.93847  0.261
9 H 3.39838 0.66029 -0.60954  0.268
10 H -2.60688 1.38888 -0.29740  0.250
11 H -1.85096 1.52952 1.22788  0.228
12 H -1.14297 2.23355 -0.20337  0.244
13 H -1.38700 -1.82262 0.72441  0.222
14 H -2.55140 -1.23161 -0.39593  0.255
15 H -0.78327 -1.91536 -0.85965  0.236

Computed properties:
- SMILES: CN=C=[N+](C)C
- Multiplicity: 1
- Total charge: +1

---

B | DFT (ωB97M-V/def2-TZVPD) results for a gas-phase ion, C4H9N2 (charge +1).

Each line ends with the natural charge from an NBO analysis.
CARTESIAN COORDINATES (ANGSTROEM)
1 C -0.07734 -2.31688 -0.65585  0.038
2 N -0.35920 -1.10693 -0.43589  -0.464
3 C -0.25360 0.05552 -1.31066  -0.355
4 C -0.07271 1.31053 -0.55542  0.306
5 N -0.07126 1.54172 0.71692  -0.415
6 C 0.27447 0.50645 1.76172  -0.452
7 H -0.14722 -2.87505 0.25045  0.192
8 H 0.16361 -2.77610 -1.55303  0.173
9 H -0.93279 0.09719 -2.15066  0.288
10 H 0.69545 0.14115 -1.91966  0.255
11 H -0.20570 2.16149 -1.21243  0.232
12 H 0.00618 2.43514 1.18163  0.446
13 H 0.24782 0.95337 2.80937  0.244
14 H -0.54940 -0.21366 1.57358  0.273
15 H 1.28169 0.08608 1.49993  0.238

Computed properties:
- SMILES: C=NC/C=[NH+]\C
- Multiplicity: 1
- Total charge: +1

---

Pick A: it beats the second-best structure by 0.0046 hartree.

---

A | DFT (ωB97M-V/def2-TZVPD) results for a gas-phase ion, C4H9N2 (charge +1).

Each line ends with the natural charge from an NBO analysis.
CARTESIAN COORDINATES (ANGSTROEM)
1 H 3.23025 0.94216 -0.61409  0.388
2 N 2.63434 0.84007 0.16703  -0.560
3 C 1.43223 0.61624 0.33930  0.125
4 C 0.42059 0.14433 -0.79930  -0.320
5 N -0.65020 -0.43444 -0.07668  -0.213
6 C -0.63609 -1.68341 0.15683  0.090
7 C -1.73620 0.46244 0.34488  -0.417
8 H 1.13585 0.82423 1.29638  0.180
9 H 1.04985 -0.44026 -1.37503  0.251
10 H 0.19047 0.98734 -1.29954  0.241
11 H -1.44121 -1.95398 0.89933  0.227
12 H 0.17320 -2.40886 -0.15533  0.261
13 H -1.89596 0.16750 1.31074  0.232
14 H -1.33043 1.58606 0.19117  0.254
15 H -2.57669 0.35058 -0.38569  0.264

Computed properties:
- SMILES: [H]/N=C\C[N+](=C)C
- Multiplicity: 1
- Total charge: +1

---

B | DFT (ωB97M-V/def2-TZVPD) results for a gas-phase ion, C4H9N2 (charge +1).

Each line ends with the natural charge from an NBO analysis.
CARTESIAN COORDINATES (ANGSTROEM)
1 C 0.53812 1.42865 0.13470  -0.255
2 C 0.32821 0.64306 1.36284  0.090
3 C -2.04116 -0.37769 -0.22637  -0.464
4 C 1.56576 -0.94023 -0.54182  -0.404
5 N -0.82356 -0.62520 0.35112  -0.169
6 N 0.45433 -0.15309 0.09191  -0.090
7 H -0.10344 2.16914 -0.39106  0.268
8 H 1.50340 1.86352 0.11181  0.252
9 H 0.34611 0.33674 2.42772  0.311
10 H -2.18284 -1.18486 -0.95290  0.254
11 H -2.71350 -0.46696 0.59588  0.258
12 H -2.21057 0.49249 -0.86037  0.207
13 H 1.30266 -0.81618 -1.60734  0.237
14 H 2.52051 -0.38146 -0.28799  0.245
15 H 1.51598 -1.98793 -0.20812  0.260

Computed properties:
- Multiplicity: 1
- Total charge: +1

---

Pick A: it beats the second-best structure by 0.1361 hartree.

---

A | DFT (ωB97M-V/def2-TZVPD) results for a molecular structure, C4H9N2.

Each line ends with the natural charge from an NBO analysis.
CARTESIAN COORDINATES (ANGSTROEM)
1 C 0.43088 -0.65035 -1.59916  -0.297
2 C -0.33078 0.24212 -0.62204  -0.055
3 C -0.59880 -1.32503 1.57706  -0.425
4 C 0.56625 1.42085 -0.24329  -0.629
5 N -0.23114 -0.97974 0.20509  0.057
6 N 0.29906 -1.71869 -0.65410  0.059
7 H -0.04562 -0.92138 -2.56098  0.268
8 H 1.44212 -0.29754 -1.83648  0.270
9 H -1.33754 0.44785 -0.61355  0.243
10 H -1.53713 -0.77785 1.56839  0.248
11 H -0.50613 -2.36809 1.55067  0.259
12 H 0.24435 -0.85788 2.29458  0.275
13 H 0.80065 1.92759 -1.09301  0.247
14 H -0.05478 2.13027 0.39723  0.243
15 H 1.50498 1.20352 0.07146  0.235

Computed properties:
- Multiplicity: 1
- Total charge: +1

---

B | DFT (ωB97M-V/def2-TZVPD) results for 2 unconnected molecules or ions with the total composition C4H9N2.

Each line ends with the natural charge from an NBO analysis.
CARTESIAN COORDINATES (ANGSTROEM)
1 C 0.82113 -2.63810 0.22100  -0.061
2 N 1.58673 -2.05977 1.06635  -0.604
3 H 0.73610 -2.23756 -0.83135  0.156
4 H 0.41898 -3.66500 0.30650  0.175
5 H 1.40432 -2.46393 1.98500  0.345
6 C 0.12230 1.72103 -0.43887  -0.086
7 C 0.01621 2.36183 -1.61309  -0.283
8 C -1.07699 0.17009 1.03021  0.119
9 N -1.02386 1.04294 0.07220  -0.395
10 H 1.03072 1.58725 0.07827  0.245
11 H -0.86296 2.29978 -2.24132  0.220
12 H 0.89382 2.95348 -1.96124  0.258
13 H -2.07118 -0.19566 1.24707  0.237
14 H -0.22896 0.10485 1.67888  0.242
15 H -1.76637 1.01877 -0.59960  0.433

Computed properties:
- Multiplicity: 1
- Total charge: +1

---

C | DFT (ωB97M-V/def2-TZVPD) results for 2 unconnected molecules or ions with the total composition C4H9N2.

Each line ends with the natural charge from an NBO analysis.
CARTESIAN COORDINATES (ANGSTROEM)
1 C 0.78228 -0.86026 -0.10872  0.695
2 C -2.18182 0.51607 0.50036  -0.013
3 C 0.17537 -2.08467 -0.23311  -0.782
4 C 1.94335 1.45118 0.05867  -0.426
5 N 1.25695 0.20589 -0.14679  -0.209
6 N -1.47502 0.45604 -0.55940  -0.687
7 H -3.11578 1.14080 0.70140  0.170
8 H -2.03427 0.07010 1.46853  0.170
9 H -0.87955 -1.85179 -0.55372  0.331
10 H 0.24366 -2.59875 0.71932  0.300
11 H 0.68669 -2.69039 -0.98090  0.308
12 H 1.86909 2.07051 -0.77637  0.255
13 H 1.44917 1.83697 0.91695  0.251
14 H 3.03002 1.25100 0.30662  0.263
15 H -1.75013 1.08732 -1.31285  0.374

Computed properties:
- Multiplicity: 1
- Total charge: +1

---

Pick C: it beats the second-best structure by 0.0189 hartree.